Record 1
C20H25F15O10 | ωB97M-V/def2-TZVPD

Values from the calculation:
**E_LUMO**: 0.00442 hartree
**HOMO-LUMO gap**: 11.1734 eV
**HOMO**: -0.4062 Ha
**Relative energy (zero: lowest compared OMol25 entry of this formula, charge and spin)**: 652.9 kJ/mol
**SMILES**: CCOC(=O)C(F)(F)F.CCOC(=O)C(F)(F)F.CCOC(=O)C(F)(F)F.CCOC(=O)C(F)(F)F.CCOC(=O)C(F)(F)F

```
70
Properties=species:S:1:pos:R:3:mulliken_charge:R:1
C 5.44 0.15 1.76 -1.318
C 4.50 -0.97 1.31 0.327
O 5.09 -1.84 0.42 -0.291
C 4.48 -2.81 -0.14 0.384
O 3.36 -3.18 0.22 -0.557
C 5.16 -3.51 -1.30 0.860
F 6.53 -3.67 -0.94 -0.273
F 4.75 -4.76 -1.61 -0.217
F 4.98 -2.64 -2.35 -0.195
H 6.42 -0.28 1.99 0.377
H 4.90 0.87 2.52 0.238
H 5.59 0.84 0.92 0.366
H 3.73 -0.53 0.85 0.056
H 4.39 -1.72 2.18 0.246
C -0.72 -4.21 -4.16 -1.261
C -0.65 -2.71 -4.21 -0.216
O 0.70 -2.24 -4.30 -0.180
C 0.84 -0.94 -4.10 0.455
O 0.04 -0.12 -3.70 -0.554
C 2.32 -0.56 -4.59 0.792
F 2.22 0.62 -5.23 -0.235
F 3.10 -0.44 -3.49 -0.215
F 2.91 -1.51 -5.44 -0.245
H -0.22 -4.74 -3.37 0.370
H -0.33 -4.68 -5.21 0.248
H -1.69 -4.45 -3.77 0.407
H -1.11 -2.39 -3.42 0.330
H -1.24 -2.40 -5.10 0.320
C -4.06 1.18 1.53 -0.796
C -3.44 0.25 2.43 0.028
O -4.34 -0.81 2.85 -0.301
C -5.35 -0.53 3.83 0.357
O -5.64 0.59 4.36 -0.518
C -6.14 -1.82 4.20 0.827
F -6.10 -2.69 3.28 -0.222
F -5.61 -2.36 5.38 -0.248
F -7.44 -1.50 4.29 -0.240
H -5.10 1.53 2.04 0.279
H -4.56 0.55 0.73 0.326
H -3.47 2.01 1.23 0.085
H -3.02 0.68 3.26 0.387
H -2.53 -0.12 2.00 0.026
C 0.10 -0.45 -0.43 -0.853
C 0.23 -1.17 0.84 -0.602
O 1.10 -0.31 1.70 -0.282
C 0.70 -0.12 2.90 0.374
O -0.21 -0.72 3.50 -0.585
C 1.65 0.78 3.68 0.905
F 1.10 1.43 4.77 -0.260
F 2.68 0.04 4.16 -0.239
F 2.11 1.73 2.79 -0.211
H -0.64 -0.91 -1.12 0.328
H 1.04 -0.21 -0.77 0.430
H -0.22 0.57 -0.26 0.121
H 0.72 -1.97 0.45 0.369
H -0.69 -1.46 1.31 0.460
C 0.57 3.39 -1.48 -2.054
C -0.13 3.91 -0.20 -0.230
O -1.36 4.36 -0.73 -0.200
C -2.37 4.74 -0.08 0.362
O -2.53 4.71 1.12 -0.556
C -3.43 5.35 -0.99 0.921
F -2.99 6.43 -1.82 -0.266
F -4.01 4.45 -1.77 -0.233
F -4.39 5.84 -0.18 -0.234
H 1.39 2.82 -1.22 0.603
H 0.54 4.09 -2.18 0.548
H 0.10 2.60 -1.84 0.714
H 0.43 4.75 0.22 0.270
H -0.16 3.22 0.51 0.387
```

***

Record 2
C9H7Br2ClO | ωB97M-V/def2-TZVPD

Values from the calculation:
**E_LUMO**: 0.00087 hartree
**HOMO-LUMO gap**: 8.8464 eV
**HOMO**: -0.3242 Ha
**Relative energy (zero: lowest compared OMol25 entry of this formula, charge and spin)**: 0.8 kJ/mol
**SMILES**: C=C(Br)c1ccccc1.O=C(Cl)Br

```
20
Properties=species:S:1:pos:R:3:mulliken_charge:R:1
C 0.31 -0.02 -2.82 -0.663
C -0.64 -0.09 -1.86 -0.037
Br -2.47 -0.05 -2.42 -0.155
C -0.40 -0.14 -0.34 1.007
C 0.88 -0.27 0.16 -0.415
C 1.11 -0.30 1.51 -0.469
C 0.09 -0.43 2.39 -0.425
C -1.24 -0.50 1.88 -0.711
C -1.44 -0.29 0.52 -0.157
H 1.40 0.30 -2.50 0.209
H -0.12 -0.07 -3.77 0.301
H 1.74 -0.29 -0.53 0.180
H 2.15 -0.31 1.78 0.363
H 0.31 -0.73 3.43 0.331
H -2.05 -0.52 2.63 0.324
H -2.40 -0.06 0.04 0.242
O -1.67 2.69 -2.41 -0.300
C -0.86 2.98 -1.62 0.568
Cl -1.13 3.45 0.02 -0.087
Br 1.02 2.90 -2.17 -0.105
```